(1)
DFT (ωB97M-V with the def2-TZVPD basis set) results for a 2-piece molecular cluster, C9H11B overall.

Geometry (Å):
B (-0.96400, 0.85643, 0.60233)
C (2.76678, -0.94250, -0.45655)
C (2.51011, 0.36408, -0.93234)
C (2.09781, -1.44614, 0.62569)
C (1.37358, 1.02016, -0.40863)
C (0.90694, -0.86961, 1.03085)
C (0.43575, 0.29152, 0.42825)
C (-2.07255, -1.58852, -0.76226)
C (-2.49438, -0.47880, -0.22977)
C (-1.79352, 2.14748, 0.86753)
H (3.42675, -1.57437, -0.93611)
H (3.19492, 0.80442, -1.68767)
H (2.21610, -2.48624, 0.89098)
H (1.10931, 1.99079, -0.69125)
H (0.22731, -1.50150, 1.68639)
H (-2.61877, -2.22599, -1.38100)
H (-1.08044, -1.80786, -0.71850)
H (-3.47761, 0.12131, -0.35526)
H (-1.35763, 2.54973, -0.10235)
H (-1.53365, 2.79257, 1.67251)
H (-2.87280, 1.98304, 0.85715)

Atoms 1-6, force components in eV/Å:
B -4.06 -2.30 -0.80
C -0.62 1.97 0.39
C -0.52 -0.05 0.62
C -1.11 -0.86 -0.60
C 0.25 -2.69 0.36
C -1.73 -0.94 0.49

Calculated values
Gap between HOMO and LUMO in eV: 8.574
LUMO level in eV: 0.48
Net charge: 0
Multiplicity: 1
Calculated total energy in Ha: -374.25253
Energy above the lowest of the compared OMol25 structures with the same formula, charge and spin in kJ/mol: 310.6


(2)
DFT (ωB97M-V with the def2-TZVPD basis set) results for C20H28CeNO2S as an isolated structure.

Geometry (Å):
O (-4.87655, 5.89854, 2.25812)
C (-6.07428, 6.12652, 1.45131)
C (-6.34086, 7.54383, 2.00324)
H (-6.86744, 5.41377, 1.69401)
H (-5.83325, 6.11739, 0.38498)
C (-5.05150, 7.23450, 2.85479)
H (-7.26173, 7.63733, 2.59798)
H (-6.20671, 8.35179, 1.26842)
C (-5.31723, 7.16167, 4.35170)
H (-6.17866, 6.51717, 4.56980)
H (-5.51774, 8.16074, 4.76319)
H (-4.42908, 6.76390, 4.85918)
C (-3.87241, 8.13859, 2.53358)
H (-3.70703, 8.19369, 1.44982)
H (-2.97086, 7.74261, 3.01881)
H (-4.04145, 9.15449, 2.91378)
Ce (-0.09191, -0.09092, -0.03746)
C (1.95913, 0.27700, -1.56915)
C (0.95267, -0.36601, -2.38506)
C (-0.19858, 0.49977, -2.49709)
H (0.86186, -1.37464, -2.78580)
C (0.14241, 1.73243, -1.80385)
C (1.45582, 1.59997, -1.23184)
H (2.00890, 2.37202, -0.61340)
H (2.89375, -0.12468, -1.14539)
H (-1.19768, 0.17529, -2.90049)
H (-0.48892, 2.63760, -1.78710)
C (1.48560, -1.43592, 1.53118)
C (1.87955, -0.02264, 1.56673)
C (0.79509, 0.67640, 2.23421)
H (2.84076, 0.38995, 1.20351)
C (-0.29094, -0.26838, 2.49251)
C (0.10577, -1.57345, 1.99966)
H (-0.51368, -2.48913, 1.89126)
H (2.22861, -2.25716, 1.44861)
H (0.79426, 1.75276, 2.46655)
H (-1.29588, -0.02301, 2.88782)
O (-1.84824, 1.38882, 0.45956)
C (-1.57081, 2.73540, 1.01921)
C (-2.75308, 3.53817, 0.50468)
H (-0.56467, 3.06811, 0.67457)
H (-1.57148, 2.57440, 2.10712)
C (-3.88187, 2.48096, 0.31195)
H (-2.48457, 3.94359, -0.48175)
H (-3.02003, 4.33080, 1.19262)
C (-3.16905, 1.25571, -0.22669)
H (-4.66477, 2.79032, -0.36251)
H (-4.28646, 2.22472, 1.30216)
H (-2.96572, 1.31004, -1.31462)
H (-3.55086, 0.26003, 0.07040)
S (2.85713, -4.07086, -1.36028)
C (1.84828, -2.84955, -1.01440)
N (0.96059, -2.17767, -0.61767)

Atoms 1-6, force components in eV/Å:
O -0.97 1.01 -0.10
C -0.04 0.06 -0.07
C 0.97 -0.78 0.30
H 0.20 -0.10 -0.17
H -0.08 -0.24 0.07
C -0.40 0.76 0.11

Calculated values
Gap between HOMO and LUMO (alpha / beta) in eV: 6.936 / 6.980
LUMO level (alpha / beta) in eV: -0.09 / -0.10
Net charge: 0
Multiplicity: 2
Calculated total energy in Ha: -1857.32396
Energy above the lowest of the compared OMol25 structures with the same formula, charge and spin in kJ/mol: 119.8


(3)
DFT (ωB97M-V with the def2-TZVPD basis set) results for a 2-piece molecular cluster, C4H5N3 overall.

Geometry (Å):
C (0.06421, 0.53945, 0.15045)
C (1.18173, 1.12756, 0.21545)
N (2.44284, 1.02963, 0.21973)
C (2.64588, -0.32694, 0.07561)
N (1.68738, -1.22713, -0.04281)
C (0.39979, -0.82435, -0.01753)
H (3.68303, -0.64254, 0.06415)
H (-0.35675, -1.60116, -0.13176)
N (-2.75442, 0.29311, -0.25936)
H (-3.34141, 0.76908, -0.93670)
H (-3.36947, -0.19260, 0.38387)
H (-2.30198, 1.02432, 0.28129)

Atoms 1-6, force components in eV/Å:
C 0.51 0.26 0.07
C 0.16 -0.34 0.01
N -0.35 0.05 0.01
C 0.07 -0.24 -0.03
N 0.00 0.32 0.03
C 0.03 -0.11 -0.02

Calculated values
Gap between HOMO and LUMO in eV: 9.482
LUMO level in eV: -0.06
Net charge: 0
Multiplicity: 1
Calculated total energy in Ha: -319.55173
Energy above the lowest of the compared OMol25 structures with the same formula, charge and spin in kJ/mol: 421.3
SMILES: C1=C=NC=NC=1.N


(4)
DFT (ωB97M-V with the def2-TZVPD basis set) results for C25H19CdClN4O6S2 as an isolated structure.

Geometry (Å):
Cd (-14.70059, -16.22380, 1.55637)
C (-17.99168, -12.66089, 0.92981)
N (-17.99567, -13.45262, -0.28690)
C (-18.07385, -12.89105, -1.57968)
C (-17.69497, -13.82127, -2.45080)
N (-17.34346, -15.00214, -1.74447)
C (-17.53250, -14.76641, -0.40717)
S (-17.28290, -15.70182, 0.98317)
C (-16.86269, -16.25392, -2.30309)
C (-17.55233, -16.73049, -3.43058)
C (-17.05197, -17.88881, -3.99417)
C (-15.89516, -18.44303, -3.50095)
C (-15.28042, -17.84195, -2.42024)
N (-15.77331, -16.78680, -1.77989)
H (-17.95774, -11.58132, 0.60986)
H (-17.15257, -12.89674, 1.52305)
H (-18.90622, -12.75346, 1.54817)
H (-18.39273, -11.86021, -1.81810)
H (-17.48604, -13.83003, -3.51114)
H (-18.43267, -16.20288, -3.77512)
H (-17.48478, -18.29026, -4.94622)
H (-15.51068, -19.39126, -3.89104)
H (-14.32089, -18.19438, -2.07299)
O (-15.97498, -20.09739, 2.36672)
C (-15.62079, -19.01986, 1.85954)
O (-14.79850, -18.14995, 2.43690)
H (-16.07758, -18.90644, 0.83921)
O (-13.41742, -13.36153, -0.98249)
C (-14.35409, -12.38238, -0.53917)
O (-14.96204, -12.43770, 0.49510)
C (-14.41180, -11.22606, -1.47108)
C (-13.58025, -11.22745, -2.62805)
C (-13.50725, -10.11668, -3.47617)
C (-14.46534, -9.07565, -3.26268)
C (-15.26836, -9.10540, -2.11619)
C (-15.22004, -10.16079, -1.21962)
H (-12.97944, -12.08340, -2.84711)
H (-12.75385, -10.12910, -4.25486)
H (-14.57792, -8.26486, -3.99014)
H (-15.98878, -8.28803, -1.93355)
H (-15.83704, -10.11139, -0.31940)
S (-12.41538, -16.62405, -0.13286)
C (-9.04048, -16.55404, -0.38023)
N (-8.16750, -17.22048, 0.00508)
Cl (-7.89382, -13.86675, -1.71258)
C (-9.06358, -14.21099, -0.51928)
C (-9.14443, -13.49771, 0.65550)
C (-10.14467, -13.76742, 1.61426)
C (-11.17460, -14.68924, 1.36998)
C (-11.17847, -15.46813, 0.20933)
C (-9.95460, -15.39662, -0.70140)
C (-12.15921, -14.93961, 2.46935)
O (-11.64174, -15.26751, 3.52168)
O (-13.41710, -14.70623, 2.20214)
H (-8.35025, -12.82239, 0.97997)
H (-10.06823, -13.31431, 2.57823)
H (-13.57532, -14.23268, -0.57403)
H (-10.35119, -15.43848, -1.73692)

Atoms 1-6, force components in eV/Å:
Cd 0.71 0.13 -0.68
C -1.56 1.64 -0.41
N 0.52 -1.03 -1.74
C -0.32 0.49 0.70
C 0.84 -1.78 -0.69
N -0.29 0.35 1.33

Calculated values
Gap between HOMO and LUMO (alpha / beta) in eV: 5.026 / 2.475
LUMO level (alpha / beta) in eV: 3.71 / 3.73
Net charge: -2
Multiplicity: 1
Calculated total energy in Ha: -3058.86695